No. 1
26
Properties=species:S:1:pos:R:3:mulliken_charge:R:1 method="wB97M-V/def2-TZVPD" total_charge=+1 smiles="CC1=CC=[N+]=C(C)[C@@H]1C=C(N)N" gap_ev=5.42 multiplicity=1 e_lumo_ev=-5.694 de_lowest_ev=3.466
C -0.585 -0.343 0.060 0.479
C 0.055 1.029 0.274 -0.722
C -0.225 -2.599 1.218 -0.623
C 0.453 -2.996 0.040 -0.363
C -0.427 -1.235 -1.126 0.103
C 1.077 1.781 -0.333 0.462
C -0.688 -1.292 1.311 0.697
C -0.612 -0.648 -2.454 -1.147
C -1.214 -0.639 2.602 -1.468
N 0.249 -2.334 -1.104 -0.397
N 2.024 1.135 -1.054 -0.375
N 1.033 3.139 -0.339 -0.405
H -1.585 -0.068 0.051 0.511
H -0.638 1.622 0.936 0.118
H -0.338 -3.202 2.075 0.490
H 1.009 -3.808 0.032 0.616
H 0.330 -0.962 -3.036 0.351
H -0.757 0.380 -2.387 0.350
H -1.444 -1.086 -3.018 0.375
H -0.304 -0.241 3.212 0.279
H -1.662 -1.389 3.191 0.538
H -2.023 0.055 2.319 0.343
H 1.766 0.070 -1.092 0.194
H 2.835 1.505 -1.601 0.212
H 0.345 3.492 0.235 0.184
H 1.818 3.645 -0.504 0.199


No. 2
27
Properties=species:S:1:pos:R:3:mulliken_charge:R:1 method="wB97M-V/def2-TZVPD" total_charge=+1 gap_ev=7.76 multiplicity=1 e_lumo_ev=-3.757 de_lowest_ev=1.868
C 3.685 0.203 0.428 -0.826
C 2.559 1.009 0.436 0.580
C 2.538 -0.193 -1.478 -0.741
C -0.650 0.479 -0.632 0.523
C 0.575 1.301 -0.906 -1.001
C -0.396 -1.978 -0.573 0.095
C -0.232 -2.745 0.637 -1.094
C -2.900 0.449 0.330 -1.058
C -1.972 1.157 -0.675 -0.395
N -0.504 -0.752 -0.651 0.149
N 1.853 0.761 -0.687 0.402
N 3.609 -0.501 -0.749 0.070
O 1.989 1.828 1.334 -0.523
H 4.435 0.014 1.146 0.443
H 0.605 1.618 -1.924 0.273
H 0.430 2.231 -0.190 0.428
H -0.237 -2.475 -1.514 0.426
H -0.802 -3.676 0.587 0.375
H -0.571 -2.374 1.569 0.341
H 0.873 -2.953 0.562 0.299
H -2.886 -0.566 -0.172 0.259
H -3.980 0.855 0.378 0.333
H -2.384 0.403 1.261 0.339
H -1.786 2.206 -0.436 0.370
H -2.487 1.065 -1.771 0.278
H 4.337 -1.176 -1.070 0.248
H 2.752 1.841 2.080 0.405


No. 3
35
Properties=species:S:1:pos:R:3:mulliken_charge:R:1 method="wB97M-V/def2-TZVPD" smiles="CCN[C@]1(O)OS(=O)(=O)O[C@]1(c1ccccn1)P(=N)(O)O" gap_ev=9.00 multiplicity=1 e_lumo_ev=-0.105
C -2.017 -3.431 0.496 -1.260
C -1.780 -2.188 1.343 -0.405
N -0.746 -1.322 0.737 0.029
C -1.191 -0.068 0.275 0.303
O -1.790 0.790 1.200 -0.552
O -2.226 -0.275 -0.716 -0.448
S -2.408 1.055 -1.575 1.184
O -3.358 1.931 -0.996 -0.624
O -2.498 0.714 -2.945 -0.597
O -0.942 1.651 -1.252 -0.464
C -0.127 0.683 -0.578 1.624
C 0.952 1.372 0.264 -0.718
C 1.932 2.159 -0.323 -0.841
C 2.909 2.732 0.463 -0.638
C 2.879 2.512 1.822 -0.479
C 1.860 1.733 2.329 -0.342
N 0.917 1.173 1.581 -0.146
P 0.654 -0.484 -1.849 0.857
N -0.283 -1.461 -2.544 -0.774
O 1.866 -1.089 -0.959 -0.480
O 1.333 0.560 -2.872 -0.582
H -1.071 -3.950 0.326 0.295
H -2.685 -4.118 1.021 0.427
H -2.463 -3.165 -0.464 0.262
H -1.420 -2.497 2.330 0.422
H -2.711 -1.636 1.491 0.329
H 0.027 -1.181 1.375 0.257
H -1.460 0.572 2.078 0.532
H 1.901 2.358 -1.383 0.680
H 3.679 3.348 0.015 0.431
H 3.622 2.936 2.485 0.388
H 1.799 1.557 3.400 0.417
H -0.104 -2.443 -2.394 0.244
H 2.675 -1.216 -1.470 0.322
H 2.273 0.689 -2.708 0.349


No. 4
27
Properties=species:S:1:pos:R:3:mulliken_charge:R:1 method="wB97M-V/def2-TZVPD" smiles=CCN(CC)n1ccc2nccn21 gap_ev=8.80 multiplicity=1 e_lumo_ev=0.848 de_lowest_ev=4.815
C -3.128 -2.146 -1.935 -0.829
C -2.562 -0.971 -1.480 0.166
C -1.078 -2.583 -1.753 0.338
C 0.275 -2.919 -1.483 -0.705
C 0.894 -1.819 -1.097 -0.619
C 0.502 2.830 -0.069 -1.442
C -0.366 -1.256 1.668 -1.369
C 1.090 1.524 -0.681 -0.218
C 0.571 -0.045 1.213 -0.671
N -2.180 -3.163 -2.051 -0.725
N -1.230 -1.234 -1.438 0.251
N 0.030 -0.735 -1.158 -0.082
N 0.199 0.497 -0.108 -0.016
H -4.081 -2.339 -2.115 0.585
H -2.825 0.015 -1.253 0.459
H 0.748 -3.836 -1.523 0.496
H 1.948 -1.857 -0.866 0.390
H 0.751 2.840 0.911 0.414
H 1.067 3.700 -0.440 0.387
H -0.536 2.846 -0.056 0.417
H -0.395 -2.092 1.071 0.390
H 0.180 -1.506 2.531 0.450
H -1.246 -0.896 1.925 0.367
H 0.736 1.577 -1.736 0.342
H 2.165 1.385 -0.366 0.294
H 0.648 0.768 1.942 0.477
H 1.600 -0.312 1.249 0.452


No. 5
26
Properties=species:S:1:pos:R:3:mulliken_charge:R:1 method="wB97M-V/def2-TZVPD" total_charge=+1 gap_ev="4.99 / 6.60" multiplicity=3 e_lumo_ev="-3.007 / -5.882" de_lowest_ev=1.339
C -2.910 -1.288 -2.433 -0.429
C -3.217 -0.228 -1.579 -0.449
C -1.597 -1.716 -2.447 -0.636
C -2.226 0.438 -0.829 -0.468
C -0.608 -0.986 -1.796 0.078
C -0.850 0.115 -1.002 0.213
C 0.154 0.904 2.124 -1.293
C 3.193 0.468 1.669 -0.735
C 0.860 0.236 0.873 0.685
N 2.275 0.954 0.771 -0.223
O 1.105 -1.077 0.694 -0.559
O 0.131 0.847 -0.450 -0.450
H -3.647 -1.657 -3.110 0.452
H -4.263 0.126 -1.422 0.326
H -1.277 -2.456 -3.140 0.376
H -2.482 1.323 -0.206 0.305
H 0.444 -1.337 -1.825 0.498
H -0.335 0.071 2.646 0.373
H -0.682 1.545 1.809 0.390
H 0.836 1.712 2.617 0.366
H 2.568 0.009 2.443 0.299
H 3.786 -0.344 1.193 0.328
H 3.935 1.194 2.128 0.326
H 1.835 1.844 1.057 0.341
H 2.632 1.024 -0.230 0.391
H 0.342 -1.719 0.446 0.495


No. 6
27
Properties=species:S:1:pos:R:3:mulliken_charge:R:1 method="wB97M-V/def2-TZVPD" total_charge=+1 gap_ev=8.43 multiplicity=1 e_lumo_ev=-6.118 de_lowest_ev=4.024
C -0.459 -0.656 -1.589 0.480
C 1.320 0.578 -2.438 0.840
C -2.167 -0.941 1.368 -0.403
C -1.867 0.457 1.943 -0.864
C -0.874 -1.599 1.182 -0.888
C -0.594 0.910 1.127 -0.958
C 0.192 -0.385 0.791 1.348
C 1.990 1.539 -3.337 -1.096
C 1.608 -0.511 1.381 -1.575
N 0.372 -0.504 -0.583 0.032
O -1.492 -1.260 -1.767 -0.442
O 0.160 0.084 -2.721 -0.272
O 1.724 0.419 -1.228 -0.333
H -2.741 -1.604 2.117 0.356
H -2.752 -0.915 0.437 0.286
H -2.629 1.134 1.869 0.502
H -1.704 0.550 3.079 0.275
H -0.610 -1.973 2.222 0.421
H -0.977 -2.447 0.435 0.314
H -1.097 1.315 0.227 0.252
H 0.090 1.560 1.622 0.450
H 1.902 2.662 -2.933 0.328
H 2.977 1.336 -3.281 0.394
H 1.589 1.687 -4.410 0.330
H 1.810 -0.329 2.490 0.371
H 2.232 0.342 0.973 0.424
H 1.997 -1.450 1.025 0.428


Calculated electronic energy (eV), listed in the same order as above: -14020.5159 -16067.8852 -48487.1473 -15515.5668 -15132.0755 -17181.9201